C4H8O | ωB97M-V with the def2-TZVPD basis set

Results
⟨S²⟩: 0.752
ΔE to the lowest compared entry with this formula, charge and spin: 65.0 kcal/mol
total charge: -1
multiplicity: 2
LUMO energy (spin up / spin down): 3.99 / 3.97 eV
HOMO energy (spin up / spin down): 1.73 / -4.47 eV
HOMO-LUMO gap (spin up / spin down): 2.26 / 8.44 eV

Element x y z (Å)
C 1.1402 -1.2063 1.4157
H 0.8127 -2.2075 1.0928
H -2.3563 0.9805 0.3577
C -1.0120 0.6692 -1.1112
H 0.8574 -0.7905 2.3988
H 2.3875 0.2908 1.0300
H -2.0084 -0.2511 -2.4531
H -0.8083 2.1917 0.3789
H -0.0881 0.8358 -1.6506
C 1.9501 -0.5588 0.5481
O -1.6889 -0.4841 -1.5729
H 2.2066 -0.8366 -0.4077
C -1.3925 1.3669 -0.0265